# 1
The following is a DFT calculation (ωB97M-V/def2-TZVPD) of an isolated molecule of C6H10O in a non-equilibrium geometry.

```
! RIJCOSX wB97M-V def2-TZVPD def2/J DEFGRID3
* xyz 0 1
O 1.050 -0.717 1.632
C 1.107 -0.591 -0.834
C 0.356 0.697 -1.118
C 0.498 -1.186 0.421
C -1.089 -0.549 0.429
C 0.145 1.667 0.012
C -0.957 0.717 -0.388
H 0.415 1.084 -2.128
H 0.948 -1.306 -1.648
H 0.458 -2.284 0.430
H -1.840 1.138 -0.864
H 2.187 -0.430 -0.722
H 0.026 2.715 -0.248
H -1.721 -1.314 -0.017
H 0.680 1.486 0.941
H 0.074 -0.536 1.726
H -1.609 -0.303 1.399
*
```

ΔE to the lowest compared entry with this formula, charge and spin = 1.904 eV
lowest unoccupied orbital energy = 0.038 Ha
HOMO-LUMO gap = 10.95 eV
SMILES string = O[C@@H]1C[C@@H]2C[C@@H]2C1
E_HOMO = -9.92 eV
maximum force = 3.65 eV/A

# 2
The following is a DFT calculation (ωB97M-V/def2-TZVPD) of an isolated molecule of C8H9NO2S in a non-equilibrium geometry.

```
! RIJCOSX wB97M-V def2-TZVPD def2/J DEFGRID3
* xyz 0 1
S 1.967 -2.777 4.431
O 3.640 -0.557 4.133
O 4.563 -2.455 3.263
N 0.920 -1.754 4.343
C 1.257 -0.297 -0.684
C 3.686 -1.880 3.809
C -0.483 1.164 0.050
C 2.931 0.423 3.639
C 2.082 0.296 2.562
C 1.195 0.307 1.719
C -0.464 -1.319 0.814
C 0.348 0.027 0.585
H -0.999 -1.404 1.805
H -1.246 -1.263 0.043
H -1.314 1.140 0.601
H 1.671 0.522 -1.146
H 0.752 -0.945 -1.325
H -0.779 1.182 -0.987
H 2.009 -0.935 -0.328
H 0.118 2.025 0.220
H 0.107 -2.108 0.593
*
```

ΔE to the lowest compared entry with this formula, charge and spin = 8.617 eV
lowest unoccupied orbital energy = -0.059 Ha
HOMO-LUMO gap = 6.44 eV
E_HOMO = -8.05 eV
maximum force = 5.29 eV/A

# 3
The following is a DFT calculation (ωB97M-V/def2-TZVPD) of a structure of composition C2H4OS2 in a non-equilibrium geometry.

```
! RIJCOSX wB97M-V def2-TZVPD def2/J DEFGRID3
* xyz 0 1
S 1.516 0.374 -0.089
S -1.124 -0.073 -0.174
O -1.427 -1.063 0.889
C 0.353 -0.809 -0.920
C -0.010 1.043 0.720
H 0.397 -0.626 -2.020
H 0.542 -1.897 -0.659
H -0.005 0.962 1.806
H -0.242 2.091 0.446
*
```

ΔE to the lowest compared entry with this formula, charge and spin = 1.580 eV
lowest unoccupied orbital energy = 0.011 Ha
HOMO-LUMO gap = 9.50 eV
E_HOMO = -9.20 eV
maximum force = 1.99 eV/A

# 4
The following is a DFT calculation (ωB97M-V/def2-TZVPD) of a cluster of 2 separate species, CH3N2S in total in a non-equilibrium geometry.

```
! RIJCOSX wB97M-V def2-TZVPD def2/J DEFGRID3
* xyz 1 1
S 1.925 0.157 -0.713
N 1.078 -0.365 0.732
N -0.953 -0.031 -0.608
C 0.285 -0.089 -0.269
H -1.241 0.129 -1.569
H -1.679 -0.170 0.093
H 0.586 0.368 2.334
*
```

ΔE to the lowest compared entry with this formula, charge and spin = 3.079 eV
lowest unoccupied orbital energy (alpha / beta) = -0.277 / -0.224 Ha
HOMO-LUMO gap (alpha / beta) = 6.96 / 8.96 eV
E_HOMO (alpha / beta) = -14.49 / -15.06 eV
maximum force = 2.59 eV/A

# 5
The following is a DFT calculation (ωB97M-V/def2-TZVPD) of a cluster of 11 separate species, C31H89N5O16 in total in a non-equilibrium geometry.

```
! RIJCOSX wB97M-V def2-TZVPD def2/J DEFGRID3
* xyz 0 1
O -5.866 4.432 -1.486
O 0.244 0.479 4.080
O -0.165 -0.737 1.667
O -5.601 0.268 -4.845
O -5.624 2.558 0.628
O 0.722 -0.609 -1.581
O -5.685 2.896 -6.249
O -5.922 0.055 1.118
O -0.347 4.673 3.145
O 4.172 -3.857 -0.179
O -1.803 2.954 1.032
O 3.722 -0.384 4.015
O -3.285 -3.147 -3.540
O 1.142 3.846 -1.204
O 0.349 -3.605 1.301
O 5.472 -1.561 2.391
N 3.012 -3.417 2.468
N -1.752 0.435 -0.935
N 7.426 -4.120 4.083
N -3.737 -1.992 -0.971
N 4.065 5.423 -2.984
C -1.042 0.824 -2.123
C 3.570 -4.899 0.588
C -4.842 1.377 -4.486
C -5.142 -1.116 0.755
C 2.398 -0.271 3.585
C 6.791 -2.008 5.058
C 0.527 0.755 -1.905
C 6.493 -3.051 4.001
C -0.835 -2.917 0.982
C -6.732 -0.222 2.243
C -4.737 -1.002 -0.725
C 3.584 -4.680 2.108
C -0.751 2.527 1.883
C -1.169 -1.710 1.867
C 1.529 0.381 4.640
C -4.594 2.165 -5.767
C 4.149 -4.049 -1.604
C 0.174 3.655 2.293
C -2.379 -2.166 -4.001
C -4.630 4.047 -1.070
C 2.721 4.935 -2.782
C -1.577 2.185 -2.515
C 5.364 -0.945 1.113
C 6.479 -2.531 2.560
C 2.484 4.279 -1.426
C -4.883 2.609 -0.569
C 2.856 -5.806 2.898
C -5.928 -1.276 -1.586
C 2.333 4.046 -3.946
C 0.179 4.995 -1.243
C 1.895 -0.995 -0.869
H -4.308 -1.231 1.448
H -3.902 1.082 -4.020
H -7.223 0.638 2.699
H -1.120 -1.949 2.929
H -0.724 -2.501 -0.019
H 2.818 -0.785 -1.410
H 1.089 3.256 2.731
H 6.268 -3.392 1.926
H 7.253 -4.396 5.040
H -6.395 0.528 -5.318
H 0.383 5.168 3.524
H 4.910 -1.605 0.373
H -4.428 -0.015 -1.068
H -2.166 -1.330 1.646
H 3.422 -6.727 3.039
H 4.744 -0.059 1.247
H -0.452 0.651 4.718
H -6.363 -2.274 -1.532
H 7.472 -2.139 2.341
H 7.565 -1.299 4.764
H 0.508 5.864 -0.672
H -0.174 1.717 1.435
H -6.696 -0.539 -1.355
H 7.100 -2.391 6.031
H 7.075 -4.880 3.517
H -2.884 -1.204 -4.084
H -1.485 -2.061 -3.386
H 4.277 -0.962 3.487
H 4.599 -3.179 -2.082
H 2.697 5.020 -0.657
H 0.562 4.160 1.408
H -6.244 -0.803 3.026
H 1.747 -0.557 0.117
H 1.555 -0.217 5.551
H 2.593 -5.524 3.918
H 4.539 4.564 -3.222
H -3.780 -2.329 -1.923
H 4.473 5.926 -2.209
H -4.019 4.200 -1.960
H -1.299 1.960 2.635
H -2.929 -1.387 -0.965
H 5.881 -1.410 5.120
H -1.610 -3.676 1.085
H 4.594 -4.679 2.518
H 2.721 3.028 -3.988
H 5.550 -3.550 4.223
H 0.801 1.291 -0.997
H -2.163 3.752 1.426
H 3.378 -2.733 1.821
H -1.040 2.504 -3.408
H -5.664 -1.275 -2.644
H -3.714 2.781 -5.581
H 6.313 -0.611 0.694
H -3.993 2.031 -0.320
H -2.002 -2.432 -4.989
H -2.794 -3.972 -3.534
H 1.250 3.987 -4.050
H 2.185 5.884 -2.798
H -1.322 0.161 -2.943
H -0.840 4.797 -0.910
H 3.231 3.495 -1.303
H 1.039 1.107 -2.800
H 2.572 -5.200 0.269
H 3.159 -4.108 -2.056
H 2.020 -1.262 3.332
H -5.770 3.707 -5.744
H -1.966 1.215 -0.331
H -5.485 2.055 -1.289
H 4.150 -5.820 0.519
H -6.471 4.015 -0.868
H 4.755 -4.933 -1.805
H -5.706 1.624 0.837
H 0.304 -4.483 0.914
H 1.899 -5.988 2.410
H 0.074 5.283 -2.290
H -4.214 1.561 -6.591
H 2.033 -3.508 2.239
H -0.959 0.007 -0.479
H -2.648 2.241 -2.709
H -5.388 1.933 -3.723
H 1.865 1.391 4.877
H -5.685 -2.055 0.862
H 2.594 4.529 -4.888
H 0.118 -0.380 2.512
H -1.345 2.842 -1.677
H -4.239 4.610 -0.223
H 1.882 -2.085 -0.894
H -7.612 -0.762 1.895
H 2.382 0.369 2.703
*
```

ΔE to the lowest compared entry with this formula, charge and spin = 3.676 eV
lowest unoccupied orbital energy = 0.013 Ha
HOMO-LUMO gap = 9.06 eV
SMILES string = COC[C@H](C)N.COC[C@H](C)N.COC[C@H](C)N.COC[C@H](C)N.COC[C@H](C)N.OCCO.OCCO.OCCO.OCCO.OCCO.CO
E_HOMO = -8.72 eV
maximum force = 2.91 eV/A

# 6
The following is a DFT calculation (ωB97M-V/def2-TZVPD) of an isolated molecule of C3H7BCl2O2 in a non-equilibrium geometry.

```
! RIJCOSX wB97M-V def2-TZVPD def2/J DEFGRID3
* xyz 0 1
Cl -2.526 -0.300 -1.014
Cl 0.782 2.168 0.565
O 1.874 0.158 -1.887
O 2.010 -1.115 0.141
C 0.164 0.618 -0.088
C -0.613 -0.127 0.892
C -2.100 0.106 0.710
B 1.471 -0.116 -0.625
H -0.443 -1.193 0.684
H 2.767 -1.497 -0.217
H -0.458 0.068 1.922
H -0.461 0.998 -0.892
H -2.269 1.128 0.666
H -2.656 -0.414 1.408
H 2.457 -0.482 -2.267
*
```

ΔE to the lowest compared entry with this formula, charge and spin = 0.000 eV
lowest unoccupied orbital energy = 0.007 Ha
HOMO-LUMO gap = 10.36 eV
SMILES string = OB(O)[C@H](Cl)CCCl
E_HOMO = -10.17 eV
maximum force = 2.98 eV/A

# 7
The following is a DFT calculation (ωB97M-V/def2-TZVPD) of an isolated molecule of C4H4OS in a non-equilibrium geometry.

```
! RIJCOSX wB97M-V def2-TZVPD def2/J DEFGRID3
* xyz 0 1
S -0.228 -0.108 -1.747
O 1.301 -2.111 -1.134
C 0.701 -1.177 -0.721
C 0.570 -0.699 0.702
C -0.669 1.039 -0.418
C -0.221 0.348 0.834
H -1.749 1.195 -0.393
H 0.882 -1.236 1.573
H -0.154 2.016 -0.567
H -0.434 0.733 1.870
*
```

ΔE to the lowest compared entry with this formula, charge and spin = 0.064 eV
lowest unoccupied orbital energy = 0.021 Ha
HOMO-LUMO gap = 10.21 eV
SMILES string = O=C1C=CCS1
E_HOMO = -9.63 eV
maximum force = 1.82 eV/A

# 8
The following is a DFT calculation (ωB97M-V/def2-TZVPD) of a cluster of 7 separate species, C34H83Cl4N5 in total in a non-equilibrium geometry.

```
! RIJCOSX wB97M-V def2-TZVPD def2/J DEFGRID3
* xyz 0 1
Cl -4.462 -3.251 0.610
Cl -6.666 -4.070 -1.617
Cl -0.766 -6.650 -7.022
Cl 0.096 -3.746 -6.918
N -2.095 -0.720 -1.322
N 4.011 -4.488 -1.938
N 4.876 1.758 -0.774
N -3.636 0.419 6.700
N -0.927 6.106 -0.044
C -1.946 5.462 0.627
C -1.206 -1.748 -0.979
C -1.419 -4.229 -6.088
C 5.607 1.137 -1.770
C 0.008 -1.821 -1.672
C -3.218 1.744 6.384
C -5.295 -2.073 -0.428
C -4.299 -0.471 5.636
C -3.284 -0.734 4.466
C 6.476 -4.835 -2.165
C 2.997 -4.462 0.268
C -3.589 0.223 -3.110
C 1.203 5.738 -1.229
C 6.780 2.617 0.608
C 0.353 5.261 0.030
C -1.727 0.543 -0.656
C 3.888 -3.955 -0.597
C -1.700 0.175 0.831
C -4.505 0.573 7.912
C -1.446 -5.659 -5.666
C -1.772 4.590 1.704
C -0.872 7.453 0.351
C 3.373 1.343 -0.681
C -2.256 -0.580 -2.720
C 2.737 -4.834 -4.082
C -5.680 -2.616 -1.792
C 2.754 -4.841 -2.642
C -4.048 2.447 5.560
C -4.872 -0.796 8.621
C 5.490 1.811 0.527
C -2.069 8.326 -0.219
C 2.624 1.568 -1.973
C 6.290 -0.054 -1.528
C 5.156 -5.469 -2.074
H -1.530 -3.395 -5.374
H -5.640 -1.292 8.046
H 2.395 -5.771 -2.135
H -5.256 1.176 7.832
H 4.664 2.254 1.184
H 3.194 0.389 -0.405
H 7.232 2.691 1.742
H 5.002 1.048 -2.552
H -3.209 0.119 3.885
H 6.568 3.757 0.307
H -5.156 0.089 5.028
H 0.188 -1.543 -2.826
H 2.934 2.091 0.149
H -4.607 -1.225 -0.701
H 2.127 5.068 -1.460
H -0.817 1.060 -0.957
H 3.649 -2.993 -0.760
H -4.063 -1.421 8.908
H -4.961 2.315 4.873
H 4.816 -6.102 -2.966
H 3.728 -5.328 0.720
H 2.932 0.562 -2.582
H -4.601 3.223 6.286
H -2.611 1.113 -0.774
H -2.470 4.706 0.008
H 5.173 -6.274 -1.245
H -0.569 -0.379 0.851
H -0.666 -5.825 -4.934
H -4.394 -1.324 6.266
H 2.768 -3.880 -4.598
H 5.448 0.911 1.051
H -1.714 -2.720 -1.326
H -2.280 7.900 -1.184
H -2.335 4.840 2.673
H 3.548 -5.320 -4.345
H 1.530 6.763 -1.369
H 0.164 7.870 0.047
H -0.694 4.212 2.252
H -2.923 6.038 0.437
H 7.030 -0.365 -0.524
H -2.510 2.317 7.234
H 0.917 5.666 0.929
H 6.348 1.932 -2.103
H -1.485 1.018 1.450
H -2.231 -3.969 -6.884
H 0.631 5.660 -2.204
H 0.096 4.234 -0.127
H 2.673 -3.807 1.130
H -4.019 1.224 8.706
H -2.282 1.452 5.961
H 1.545 1.569 -1.914
H 0.473 -2.947 -1.483
H 7.184 -0.080 -2.213
H -6.282 -1.899 0.035
H -1.227 -1.960 -0.072
H 2.837 2.393 -2.417
H -2.298 -5.979 -5.299
H -2.025 3.600 1.429
H 1.978 -4.107 -2.373
H -0.945 7.514 1.533
H 4.825 -3.469 -0.066
H -1.519 9.257 -0.472
H -2.756 8.481 0.688
H 7.548 2.184 -0.043
H 5.552 -1.014 -1.414
H -1.480 -0.037 -3.277
H -3.823 -1.341 3.833
H 0.611 -1.277 -1.165
H -5.467 -0.610 9.580
H -3.335 3.168 5.013
H 6.654 -3.883 -3.028
H -4.747 -2.943 -2.178
H -4.413 -0.329 -2.700
H -3.677 0.206 -4.137
H -2.261 -1.177 4.546
H 7.206 -5.722 -2.568
H -3.685 1.187 -2.684
H -2.450 -0.577 1.197
H 1.670 -5.157 -4.402
H 2.114 -5.043 0.236
H -6.074 -1.979 -2.527
H 6.675 -4.359 -1.143
H -2.116 -1.574 -3.274
*
```

ΔE to the lowest compared entry with this formula, charge and spin = 2.113 eV
lowest unoccupied orbital energy = 0.009 Ha
HOMO-LUMO gap = 8.33 eV
SMILES string = CCN(CC)CC.CCN(CC)CC.CCN(CC)CC.CCN(CC)CC.CCN(CC)CC.ClCCCl.ClCCCl
E_HOMO = -8.10 eV
maximum force = 10.44 eV/A

# 9
The following is a DFT calculation (ωB97M-V/def2-TZVPD) of an isolated molecule of C5H11N in a non-equilibrium geometry.

```
! RIJCOSX wB97M-V def2-TZVPD def2/J DEFGRID3
* xyz 0 1
N 0.638 0.604 1.320
C -0.009 0.620 0.044
C -1.253 1.095 -0.112
C 0.696 -0.385 -0.899
C 0.247 -0.549 2.179
C 0.073 -0.433 -2.274
H 0.333 1.434 1.816
H -1.733 1.386 0.816
H 0.491 0.339 -2.877
H 0.833 -1.209 -0.210
H 0.156 -1.412 -2.767
H -1.716 1.281 -1.070
H 1.680 0.091 -0.925
H -1.015 -0.445 -2.208
H -0.708 -0.957 1.864
H 0.254 -0.160 3.191
H 1.033 -1.301 2.111
*
```

ΔE to the lowest compared entry with this formula, charge and spin = 1.633 eV
lowest unoccupied orbital energy = 0.041 Ha
HOMO-LUMO gap = 9.89 eV
SMILES string = C=C(CC)NC
E_HOMO = -8.78 eV
maximum force = 3.26 eV/A

# 10
The following is a DFT calculation (ωB97M-V/def2-TZVPD) of a structure of composition C48H38BrKN3O2P3S2 in a non-equilibrium geometry.

```
! RIJCOSX wB97M-V def2-TZVPD def2/J DEFGRID3
* xyz -2 1
Br 3.139 -1.575 3.998
K 2.082 -0.707 -0.154
S 0.161 -3.508 0.774
S 0.139 2.569 0.848
P -0.832 0.973 1.470
P 0.692 1.093 -2.401
P -0.875 -1.940 1.330
O 4.052 -1.175 -1.117
O 6.099 -0.324 -1.398
N 1.079 -1.669 -2.567
N 4.371 -1.076 1.606
N 0.123 0.062 -3.675
C -0.071 -0.474 1.032
C -0.104 0.505 4.063
C -0.767 -3.076 5.235
C -1.473 2.587 5.231
C -4.719 -2.803 -0.036
C 0.038 0.737 5.416
C 0.205 -1.290 -3.491
C -0.952 1.279 3.284
C -3.807 1.309 -1.209
C 5.787 -0.688 3.502
C 0.618 -3.939 -3.102
C -2.308 -1.822 -0.931
C 1.281 -2.960 -2.377
C -2.608 1.224 -0.536
C 2.930 2.701 -2.704
C -1.398 -2.225 3.066
C -0.549 -2.975 3.876
C -0.650 1.784 6.005
C -0.065 2.562 -3.228
C 5.021 2.020 -3.661
C 2.398 1.440 -2.960
C -4.959 1.268 0.889
C 6.828 -0.325 2.662
C -1.836 -2.411 5.814
C -2.456 -2.140 0.415
C -3.752 1.197 1.563
C -4.996 1.329 -0.493
C -3.342 -2.001 -1.824
C -1.580 4.422 -3.286
C -0.888 3.460 -2.564
C 6.610 -0.339 1.299
C 4.593 -1.048 2.894
C -0.514 -2.198 -4.278
C 5.143 -0.737 -0.734
C -0.590 3.637 -5.322
C -1.618 2.344 3.878
C 3.201 0.464 -3.535
C -2.673 -1.638 5.022
C 5.364 -0.717 0.801
C -2.450 -1.534 3.664
C 4.233 2.991 -3.063
C -2.554 1.185 0.855
C 0.110 2.687 -4.606
C -1.454 4.498 -4.662
C -0.303 -3.545 -4.062
C -3.674 -2.641 0.857
C 4.505 0.757 -3.888
C -4.559 -2.490 -1.375
H 7.372 -0.052 0.591
H -3.805 -2.905 1.899
H -2.011 -2.486 6.881
H 2.316 3.447 -2.216
H 7.786 -0.021 3.072
H 0.283 -3.487 3.407
H 5.128 -0.012 -4.318
H 2.011 -3.216 -1.627
H -5.887 1.279 1.450
H -0.852 -4.282 -4.638
H -1.215 -1.842 -5.022
H -2.021 5.225 -5.228
H -1.999 3.418 5.688
H 0.797 2.018 -5.109
H -3.498 -1.100 5.477
H -3.093 -0.918 3.049
H -2.232 2.993 3.268
H -0.469 3.698 -6.396
H 6.044 2.244 -3.931
H -3.826 1.354 -2.291
H 0.428 -0.301 3.572
H -5.945 1.395 -1.011
H 2.812 -0.529 -3.680
H -2.239 5.109 -2.773
H -1.668 1.185 -1.081
H -3.742 1.162 2.645
H -5.380 -2.630 -2.069
H -0.096 -3.666 5.847
H 4.640 3.974 -2.864
H -3.205 -1.753 -2.870
H -0.981 3.406 -1.488
H -0.702 0.385 -4.166
H 0.802 -4.981 -2.897
H -1.349 -1.421 -1.244
H -5.673 -3.179 0.318
H -0.539 1.992 7.062
H 0.690 0.101 6.000
H 5.890 -0.694 4.576
*
```

ΔE to the lowest compared entry with this formula, charge and spin = 0.704 eV
lowest unoccupied orbital energy = 0.147 Ha
HOMO-LUMO gap = 5.41 eV
E_HOMO = -1.42 eV
maximum force = 2.84 eV/A